DFT (ωB97M-V with the def2-TZVPD basis set) results for a structure of composition C10H37N2Si4SrTe.

Cartesian coordinates (Å):
1 C -2.2038 -0.6614 0.6021
2 Sr 0.0158 -0.4228 -0.6986
3 N 2.7529 0.5189 -0.6017
4 N -0.6695 1.9700 -1.0505
5 H 3.3528 0.2466 -1.3625
6 H -1.0809 0.0393 1.8321
7 H -2.4276 -1.4155 1.4023
8 H -2.8229 -1.0036 -0.3022
9 H -2.7194 0.2411 1.0011
10 H -0.5976 2.5391 -1.9466
11 H -0.2557 2.6123 -0.3583
12 H -1.6537 1.9813 -0.8404
13 H 2.7224 1.5583 -0.4907
14 H 3.0612 0.0606 0.3379
15 C -0.8348 -3.7429 3.9560
16 Si -0.6900 -5.0711 2.6513
17 C -0.7896 -6.7588 3.4561
18 C -2.0776 -4.8672 1.4315
19 Si 1.3715 -4.7842 1.5214
20 Te 1.9338 -2.6755 0.3754
21 Si 3.1462 -5.0360 3.0584
22 C 3.2190 -6.7286 3.8587
23 C 4.7650 -4.7300 2.1876
24 C 2.9282 -3.7509 4.4094
25 Si 1.5975 -6.4198 -0.1528
26 C 1.6423 -8.1713 0.5112
27 C 0.1365 -6.2566 -1.3134
28 C 3.1737 -6.1081 -1.0992
29 H -1.8515 -3.7860 4.3592
30 H -0.6689 -2.7663 3.4914
31 H -0.1132 -3.9119 4.7556
32 H -1.7584 -6.8365 3.9583
33 H -0.7180 -7.5421 2.6992
34 H 0.0047 -6.8771 4.1955
35 H -1.9695 -3.9127 0.9175
36 H -2.0755 -5.6855 0.7160
37 H -3.0154 -4.8756 1.9894
38 H 3.3694 -7.4974 3.0996
39 H 4.0683 -6.7404 4.5475
40 H 2.3059 -6.9338 4.4207
41 H 4.7247 -3.7823 1.6513
42 H 5.5526 -4.6945 2.9436
43 H 4.9731 -5.5394 1.4902
44 H 2.7748 -2.7724 3.9482
45 H 2.0764 -4.0069 5.0416
46 H 3.8427 -3.7332 5.0091
47 H 0.7216 -8.4065 1.0485
48 H 1.7406 -8.8507 -0.3386
49 H 2.5016 -8.3003 1.1694
50 H 0.0373 -5.2124 -1.6175
51 H 0.3318 -6.8748 -2.1930
52 H -0.7769 -6.5933 -0.8227
53 H 3.2042 -5.0678 -1.4230
54 H 4.0385 -6.3254 -0.4737
55 H 3.1784 -6.7676 -1.9699

Summary:
- HOMO-LUMO gap: 0.1154 Ha
- LUMO energy: 2.0 eV
- Net charge: -1

Mulliken atomic charge list, values in e, 5 entries: -1.171 -0.287 -0.588 -0.063 0.197

DFT (ωB97M-V with the def2-TZVPD basis set) results for the molecule C6H11N3O2S.

Cartesian coordinates (Å):
1 C 0.2980 2.1525 0.8747
2 C 0.0879 -1.6330 1.9681
3 C 1.3475 -1.1395 1.2039
4 C -1.1890 -1.6524 1.1405
5 C -1.1975 1.0793 -1.2877
6 C -1.1376 -0.1845 -0.8354
7 N 0.8974 1.1191 0.8588
8 N 1.2609 1.9896 -2.2808
9 N 1.2237 0.0299 0.3923
10 O -0.6836 2.1790 -3.8056
11 O -1.6779 -0.5027 0.3552
12 S -0.1122 1.4256 -2.6611
13 H 0.2192 3.2253 1.0719
14 H 0.2322 -2.7250 2.2455
15 H -0.1388 -1.0980 2.9064
16 H 2.0009 -0.9046 1.9658
17 H 1.9165 -1.8376 0.7314
18 H -1.1861 -2.4112 0.3312
19 H -2.0243 -1.8327 1.8119
20 H -1.5856 1.9056 -0.6883
21 H -0.6088 -0.8617 -1.4343
22 H 1.9265 1.4613 -1.6737
23 H 0.1308 0.2158 -3.1907

Summary:
- HOMO-LUMO gap: 0.3409 Ha
- LUMO energy: 0.5 eV

Mulliken atomic charge list, values in e, 5 entries: -0.108 -0.377 -0.994 -0.615 -0.233

DFT (ωB97M-V with the def2-TZVPD basis set) results for a structure of composition C11H10FKN3O2S.

Cartesian coordinates (Å):
1 N -3.5469 -0.0424 2.6740
2 C -2.6497 -1.0717 2.3987
3 C -2.5200 -1.6428 0.8520
4 C -1.0163 -1.4308 0.2193
5 C -0.0977 -0.2129 0.8188
6 C 1.3994 0.0167 0.1506
7 C 2.2761 1.2741 0.7365
8 C 2.4479 2.3920 -0.4492
9 C 1.0484 2.9082 -1.1274
10 O -0.1865 2.6897 -0.6759
11 O 1.1733 3.7586 -2.3556
12 C 2.0388 -0.8814 -1.0615
13 F 3.3764 -0.6779 -1.6863
14 C 1.1311 -2.1379 -1.6582
15 N 1.6029 -3.0954 -2.7575
16 S 0.1440 -4.1062 -2.8973
17 N -1.0382 -3.5081 -1.7101
18 C -0.3739 -2.3410 -1.0005
19 H -3.5154 0.2043 3.6978
20 H -2.0287 -1.4962 3.3180
21 H -2.7927 -2.7770 0.7366
22 H -3.2886 -1.0092 0.1956
23 H -0.4522 0.5080 1.6750
24 H 1.8364 1.7476 1.7298
25 H 3.3316 0.8173 1.0528
26 H 2.9545 3.3576 0.0351
27 H 3.1970 1.9266 -1.2485
28 H 0.5224 4.5335 -2.2171
29 K -4.9735 0.2968 0.5542

Summary:
- HOMO-LUMO gap: 0.2566 Ha
- LUMO energy: -4.1 eV
- Net charge: +1

Mulliken atomic charge list, values in e, 5 entries: -0.594 0.175 -0.301 0.294 -0.438

DFT (ωB97M-V with the def2-TZVPD basis set) results for a cluster of 2 separate species, C3H7N3S in total.

Cartesian coordinates (Å):
1 C -0.3711 0.2692 0.2366
2 C -1.6570 -0.2913 0.0493
3 C -1.7789 -1.7089 0.0175
4 H 0.9832 3.0327 0.8893
5 H 1.5021 1.2250 0.1325
6 H 1.8543 -0.9638 0.8407
7 H 2.3125 0.1402 -1.8233
8 H -2.3285 0.3424 0.3022
9 H -2.7572 -2.1830 -0.2679
10 H -0.6402 -2.1624 -0.1947
11 N 0.9591 1.9059 0.8984
12 N -0.4281 1.4484 0.8284
13 N 1.0153 -0.2716 -0.1053
14 S 1.3346 -0.7829 -1.8040

Summary:
- HOMO-LUMO gap: 0.2793 Ha
- LUMO energy: -0.5 eV

Mulliken atomic charge list, values in e, 5 entries: 0.542 -0.507 -0.649 0.239 0.392

DFT (ωB97M-V with the def2-TZVPD basis set) results for a cluster of 2 separate species, C4H7NO in total.

Cartesian coordinates (Å):
1 C -1.1737 -1.1540 -0.0149
2 C 1.2053 -1.1384 0.3053
3 O 0.1206 -0.7489 -0.4742
4 N 2.3875 -0.9017 -0.1028
5 H 2.3249 -0.4455 -1.0189
6 H 0.9540 -1.6376 1.2490
7 H -1.3690 -2.1839 -0.3232
8 H -1.9221 -0.5156 -0.4916
9 H -1.2547 -1.0441 1.0713
10 C 0.0783 2.0376 -0.2874
11 C -0.8114 2.7316 0.1430
12 H -1.5518 3.3880 0.5474
13 H 1.0121 1.6126 -0.6031

Summary:
- HOMO-LUMO gap: 0.4072 Ha
- LUMO energy: 1.0 eV

Mulliken atomic charge list, values in e, 5 entries: -0.743 0.169 -0.327 -0.631 0.294

DFT (ωB97M-V with the def2-TZVPD basis set) results for a structure of composition C15H25ClIO3P2Zr.

Cartesian coordinates (Å):
1 C -1.8505 -0.0917 -5.5012
2 I -1.3044 0.8839 -3.4638
3 H -2.8178 0.3930 -5.6850
4 H -1.9057 -1.1724 -5.4397
5 H -1.0872 0.2726 -6.2002
6 Zr -0.4217 0.0411 -0.9867
7 P -2.1623 -1.8459 -0.6471
8 C -1.6176 -3.5202 -1.0837
9 C -2.6370 -2.0446 1.1043
10 H -3.3935 -2.8394 1.1774
11 H -4.3868 -2.5505 -1.1787
12 H -3.0524 -1.1050 1.4922
13 H -4.2547 -0.7610 -1.1529
14 H -0.7164 -3.7714 -0.5106
15 H -1.7587 -2.3075 1.7080
16 C -3.7681 -1.6920 -1.4718
17 H -2.4226 -4.2258 -0.8402
18 H -3.6437 -1.6716 -2.5610
19 H -1.3837 -3.5749 -2.1528
20 P 1.1925 2.2047 -1.3622
21 C 2.7939 1.6795 -2.0475
22 C 0.6923 3.5378 -2.4985
23 H 0.7702 3.4320 0.6681
24 H 2.2295 4.0260 -0.2006
25 H 2.2942 2.4995 0.7676
26 C 1.6745 3.1340 0.1236
27 H -0.2533 3.9746 -2.1567
28 H 1.4694 4.3141 -2.5026
29 H 3.4406 2.5667 -2.1176
30 H 2.6668 1.2291 -3.0399
31 H 0.5479 3.1480 -3.5141
32 H 3.2323 0.9423 -1.3608
33 C 1.1052 -1.3254 -1.6298
34 O 1.9535 -2.0794 -1.9315
35 Cl 1.6023 -0.1259 7.6114
36 C 1.4776 -0.1434 5.9022
37 C 2.5846 -0.4525 5.1064
38 C 2.4696 -0.4365 3.7131
39 C 1.2394 -0.1344 3.0859
40 C 0.1411 0.1711 3.8870
41 C 0.2505 0.1610 5.2886
42 C 1.2181 -0.0921 1.5974
43 O 2.2867 -0.1871 0.9448
44 O 0.0412 0.0826 0.9928
45 H 3.5309 -0.6993 5.5906
46 H 3.3536 -0.6627 3.1340
47 H -0.8155 0.4262 3.4339
48 H -0.6048 0.3929 5.9080

Summary:
- HOMO-LUMO gap (alpha / beta): 0.1069 / 0.1069 Ha
- LUMO energy (alpha / beta): -13.3 / -13.3 eV
- Net charge: +3

Mulliken atomic charge list, values in e, 5 entries: -0.856 0.397 0.363 0.358 0.412

DFT (ωB97M-V with the def2-TZVPD basis set) results for a structure of composition C5H10O2.

Cartesian coordinates (Å):
1 C 0.6045 -1.5939 1.7918
2 O -0.6237 0.7252 1.2195
3 C -0.1967 1.6072 0.1704
4 C -0.5966 0.5793 -0.8955
5 C 0.3578 0.3335 -2.0461
6 C -0.6779 -0.3734 0.3126
7 O 0.4307 -1.2032 0.4397
8 H 1.4396 -2.2941 1.8195
9 H -0.3022 -2.0807 2.1831
10 H 0.8224 -0.7251 2.4224
11 H 0.8865 1.7913 0.2026
12 H -0.7375 2.5564 0.2079
13 H -1.6095 0.7816 -1.2595
14 H 0.0352 -0.4989 -2.6792
15 H 0.4061 1.2310 -2.6752
16 H 1.3647 0.1168 -1.6789
17 H -1.6033 -0.9531 0.4649

Summary:
- HOMO-LUMO gap: 0.4071 Ha
- LUMO energy: 1.1 eV

Mulliken atomic charge list, values in e, 5 entries: -0.751 -0.451 -0.527 0.175 -1.391

DFT (ωB97M-V with the def2-TZVPD basis set) results for a cluster of 2 separate species, C10H13N3 in total.

Cartesian coordinates (Å):
1 C 0.6789 -1.1836 0.9928
2 C 0.6102 -0.4054 2.3341
3 C -0.7360 -0.5734 3.2335
4 C -1.1800 1.2964 1.7671
5 C 0.0722 0.7589 1.3258
6 C 0.2802 -0.0574 -0.9929
7 C 1.0758 -1.1121 -1.6742
8 C 1.1625 -1.0801 -3.0861
9 C 0.4343 -0.0251 -3.7993
10 C -0.0998 0.9404 -1.7717
11 H 0.3488 -2.3776 0.6693
12 H 1.7831 -1.4116 0.6207
13 H 1.4861 0.3497 2.7043
14 H -1.1277 -1.4690 2.8914
15 H -0.5982 -0.8249 4.3046
16 H -2.6004 0.7915 3.3978
17 H -1.9470 0.9132 0.8818
18 H -1.3767 2.4724 1.5547
19 H 0.6098 1.6991 1.4134
20 H 2.0663 -1.6776 -0.7488
21 H 2.1074 -1.6405 -3.5968
22 H 0.1885 -0.1748 -4.9448
23 H -0.4543 1.8717 -1.4417
24 N -1.5445 0.7806 3.0712
25 N -0.1911 -0.2148 0.3795
26 N -0.3038 0.8808 -3.1194

Summary:
- HOMO-LUMO gap: 0.3307 Ha
- LUMO energy: 0.5 eV

Mulliken atomic charge list, values in e, 5 entries: -0.797 0.111 -0.924 -0.589 -0.172